ORCA calculation (ωB97M-V with the def2-TZVPD basis set) on 13 unconnected molecules or ions with the total composition C13H52O13 at a distorted geometry.

Results
E (hartree): -1504.2966
Gap between HOMO and LUMO (eV): 9.74
LUMO energy (eV): -0.1
Energy relative to the best compared isomer or geometry (same formula, charge and spin) (kJ/mol): 388.5

```
78
Properties=species:S:1:pos:R:3:forces:R:3
C -2.866520 -0.848706 -3.835885 -0.4 0.6 1.0
H -2.399740 -0.463266 4.837805 -0.4 -0.1 0.2
H -0.084940 5.273104 -0.865105 0.3 0.3 0.0
H -0.663980 -1.165116 -0.309405 -0.5 0.4 -0.3
H -5.033710 0.285104 1.920745 0.4 -0.2 0.1
H -3.580700 0.746764 0.203045 0.3 -0.6 0.1
H -2.514340 -1.066426 3.163835 0.1 0.1 0.1
C 0.508850 1.435704 -3.773555 0.0 -0.3 0.0
H -3.769760 -1.286936 -3.411355 -0.3 0.4 0.2
H -2.087340 0.807794 -3.212015 0.2 0.2 0.0
H 3.814390 0.076714 -2.565735 0.7 0.8 0.3
H 1.753350 0.163394 3.621235 0.2 0.0 -0.3
H 1.387580 -5.569446 0.348255 -0.3 -0.4 -0.4
H 0.761600 2.225004 -3.065595 -0.1 0.1 -0.3
H 2.530700 1.805904 3.765755 0.9 -0.8 0.8
H 0.037000 -2.666186 -2.023045 -1.3 0.7 0.6
H -2.269140 2.790914 1.474845 -0.2 -0.4 0.2
H 3.538330 -2.279196 2.492055 0.0 -0.2 0.3
C -0.516870 -0.420276 0.472685 -0.8 -2.8 2.4
H -0.166660 1.759204 -4.565485 0.2 0.4 0.0
H 2.164840 3.553444 0.664465 0.0 0.4 -0.1
H 2.247110 -3.491326 2.139085 -0.1 0.3 0.0
H -1.949490 3.059124 3.251875 -0.9 0.0 0.0
H 1.975300 2.363294 -0.586925 -0.4 -0.5 0.3
H -4.854800 1.232934 -0.776735 -0.6 0.3 0.2
O -1.101680 -3.915326 -0.617315 -0.2 0.8 0.0
H -2.063000 4.562694 -0.542225 -0.3 -0.4 0.1
O 3.585270 -3.114626 0.612405 0.0 -0.3 0.2
C 2.841950 -2.665906 1.748005 0.7 0.6 -0.8
H 3.531020 -2.459116 -0.086855 0.0 -0.1 -0.1
H 0.147030 0.680744 -0.821855 0.3 0.7 -0.4
H -2.839100 -1.277406 -4.837665 0.5 0.6 -0.3
O -1.864820 4.524634 -1.480765 -0.4 -0.9 -0.3
H 3.240230 -1.725206 -3.110355 0.0 -0.4 0.1
O 3.709500 -1.854046 -2.282835 -0.5 -2.7 -0.9
O 3.849740 2.481444 0.189975 1.6 -0.5 0.2
H 3.632970 1.855234 0.884575 0.1 0.0 0.1
H -1.331720 6.446134 -1.426235 0.5 0.4 0.1
C 1.602390 1.241384 3.678215 2.5 0.1 2.5
O 0.169740 0.690384 0.137835 1.1 1.6 -1.3
O 1.101340 1.831134 2.575835 -2.1 0.3 -2.3
H -1.223880 -4.866276 -0.665725 -0.2 0.0 0.3
H -4.734450 -0.447786 -0.556655 0.2 -0.4 0.5
C 2.316690 -5.970956 0.752795 0.2 0.9 -0.6
C -2.004400 3.501974 2.257405 2.2 0.0 -0.6
H -0.091820 -0.407636 -3.509355 -0.1 -0.1 0.0
H -1.389100 -0.196926 1.087035 -0.8 0.1 -0.7
H 2.232570 -5.642436 1.788705 0.7 -0.3 0.2
H 2.743680 3.725494 -1.058575 0.9 0.6 0.5
H 3.118820 -5.526226 0.163815 0.0 0.8 0.7
H -2.076970 -1.232396 -3.189755 0.2 -0.3 -0.3
H 2.854590 -7.813626 1.257585 0.0 0.3 0.1
H 2.255760 -1.805716 1.424665 -0.6 -0.1 0.3
O -4.130680 0.058344 3.649815 0.5 -0.6 0.2
H 4.962930 -0.603716 -1.337985 -0.2 0.3 0.2
C -2.720630 -0.223956 3.823975 -0.7 0.7 -0.4
O -0.143680 0.415524 -3.018115 0.2 -0.2 0.6
H -0.001380 3.281714 2.244805 0.0 -0.5 0.1
H -4.446460 0.740904 4.246465 0.3 0.1 0.1
H 0.859140 1.143224 1.951555 -0.3 0.3 -0.6
C -4.617590 0.490644 -0.014615 0.1 0.8 -0.2
H -2.166040 0.663034 3.517725 0.3 -0.1 -0.2
C -0.858630 5.480444 -1.604365 0.4 1.0 0.3
H 0.854170 -3.825646 -1.219915 0.2 -0.9 -0.3
O -2.865730 0.602744 -3.735145 -0.4 -1.5 -0.6
H 1.426630 1.038274 -4.206955 0.1 0.2 -0.1
H 3.168390 -0.349036 -1.043215 0.2 0.1 0.7
H 0.044460 -0.993896 1.210235 0.6 -0.3 0.2
C 3.952700 -0.628886 -1.746525 -0.2 2.1 -0.2
C -0.144850 -3.664466 -1.624985 0.9 -0.3 -0.4
H -0.441040 -4.242856 -2.500105 0.7 -0.3 -0.1
H -0.394500 5.548434 -2.588275 -0.3 -0.5 -0.2
O -0.634250 3.961524 2.002025 -1.4 0.9 -0.3
O -5.439550 0.644564 1.128475 -0.5 0.2 -0.7
O 2.449450 -7.338076 0.528665 -0.7 -1.5 0.0
C 2.678530 3.088094 -0.176765 -2.3 0.0 -0.9
H 1.129570 1.435084 4.641025 -0.9 0.1 -0.2
H -2.694350 4.336854 2.134695 0.2 0.1 0.5
```
Positions in Å, forces in eV/Å.

***

ORCA calculation (ωB97M-V with the def2-TZVPD basis set) on 23 unconnected molecules or ions with the total composition C13H54F18NO26S2 at a distorted geometry.

Results
E (hartree): -5132.2806
Gap between HOMO and LUMO (eV): 7.13
Charge: -1
LUMO energy (eV): 0.0

```
114
Properties=species:S:1:pos:R:3:forces:R:3
C -2.195392 1.760442 3.274513 -2.9 0.6 1.2
H -3.718231 -1.872975 1.574923 0.7 1.1 -2.4
O -4.010561 -2.188485 -1.900344 3.2 1.9 3.3
F 1.416144 2.777696 4.424535 -3.2 0.9 -3.6
C -2.922206 0.244633 1.115001 -0.4 0.7 0.4
H -3.405388 -1.585611 -8.584726 0.0 -0.3 -0.2
H 0.755467 3.274492 -3.168840 0.1 -0.3 0.0
H 5.997046 6.346319 -3.123948 0.1 -0.3 0.0
H 6.637422 5.697525 3.030946 0.1 -0.3 0.3
H -5.563923 -6.090430 -4.849170 0.0 -0.2 -0.1
C 0.114444 -4.447491 -2.260480 0.7 0.6 0.5
O 1.408934 -3.359100 2.457266 -0.1 0.1 0.2
H -2.521672 -1.958828 -9.772705 -0.3 -0.1 0.1
O -5.629578 -4.383255 -10.032654 0.3 0.0 -0.4
H -3.577199 1.153020 0.709771 1.5 -2.0 1.0
O -6.559252 -6.617921 -8.534846 -0.5 -0.2 -0.3
H -2.528207 -2.063334 -5.410051 0.1 -0.3 0.3
H 4.257269 -4.381440 3.402524 -0.1 0.1 -0.4
O 6.502135 3.974815 6.918718 0.0 0.0 -0.3
O -5.542447 -3.616307 -4.215595 0.0 0.4 -0.5
H -5.809866 -3.204769 -5.051125 0.0 -0.2 0.3
H -1.325009 -7.803787 -0.672984 0.1 0.2 0.0
H 1.031742 2.257420 -2.063953 -0.2 -0.5 -0.2
O 3.606387 8.949063 2.120535 0.4 0.1 -0.1
F 2.863946 5.974824 0.328510 4.1 -3.5 1.9
O 4.277892 2.180208 5.079044 -0.3 0.0 -0.2
H -4.944443 -4.995130 -10.341173 -0.2 0.2 0.2
F -4.446929 0.554992 3.092283 4.3 -0.6 -0.2
C 1.177819 -1.977804 -2.112794 1.7 -0.2 1.0
H 6.084701 4.351822 3.494761 0.3 0.2 0.1
O -1.036538 -7.583980 0.225602 -0.4 -0.3 0.1
C 0.784494 3.463111 1.959444 -2.0 1.4 -2.0
O 1.225878 6.756005 4.202681 0.4 0.1 -0.1
H -3.330654 -8.558663 -2.198677 0.1 0.3 -0.2
O -3.348795 -2.201853 -9.330399 0.2 0.4 0.0
O 6.812949 0.610435 5.308931 -0.1 0.0 0.3
H 6.803975 0.401877 6.255108 0.0 0.1 -0.4
C 1.420895 -3.560432 -1.761255 -0.2 -0.7 -1.9
F 2.706095 1.660846 2.028939 -1.8 4.6 -1.3
F 3.207274 4.803823 3.268650 0.7 -2.6 -4.1
H -4.308306 -5.412778 -2.104655 -0.1 0.1 0.3
F 4.903843 6.084345 1.564761 -3.1 -3.0 -2.3
H 3.966965 -0.150278 -2.943155 -0.2 -0.2 0.0
O -4.410082 -5.407596 -1.141097 0.0 -0.3 -0.2
H -5.216026 -3.510430 -10.109986 0.0 -0.2 0.2
H 3.989421 1.960401 4.180458 0.1 0.0 0.3
H 0.469684 -5.204064 -3.091858 -0.8 1.4 1.9
S -2.840242 -1.966489 -0.863969 -0.7 -5.0 -4.0
O 0.462394 0.365109 -0.839161 -1.5 -4.2 -1.2
H 7.166152 4.348716 6.320166 -0.3 -0.1 0.1
H 5.806363 5.268665 -2.059127 0.2 0.0 -0.3
F 4.699625 3.201714 2.319600 -3.7 2.9 -1.0
F 4.801164 4.504660 -0.219648 -3.5 2.2 4.0
H -4.750061 -0.880799 0.348132 2.6 -0.8 0.2
O -2.360126 -3.404683 -0.485005 -1.1 4.7 -0.2
H 3.492067 -3.602897 2.334873 -0.2 -0.4 0.0
H 5.918407 3.468669 6.333989 0.1 0.2 0.1
F -0.517145 4.116173 4.023987 2.5 -4.0 -1.8
H 6.038773 1.180420 5.187457 0.0 -0.2 0.1
O 6.784570 4.995176 3.682129 -0.3 0.1 -0.3
H -3.235760 -7.223072 -1.464694 -0.3 0.4 -0.2
O -2.331433 -2.929919 -5.023865 -0.3 0.2 -0.4
H 3.569844 -0.936144 -4.190652 -0.1 0.0 0.3
H 4.019940 9.821887 2.043204 -0.2 -0.3 0.1
F -2.606449 2.864914 2.377825 1.8 -3.2 2.7
C 0.285784 2.975488 3.443211 -0.2 1.3 2.7
H -0.631077 -3.685594 -2.758630 1.2 -1.8 1.2
O -0.049197 -1.684801 0.480982 -0.3 0.7 -4.3
C -2.978996 0.390784 2.777848 -0.8 -0.8 -1.2
H -1.836167 0.424696 0.718964 -1.9 -0.7 0.9
H -5.434596 -2.867756 -3.609898 0.2 -0.2 0.3
H 1.911013 6.144128 3.894162 -0.4 0.4 0.2
H 2.220436 -1.429338 -1.921692 -3.0 -1.1 -0.1
O -2.635600 6.549305 4.077658 0.3 0.1 -0.2
O 6.287766 5.454959 -2.879111 -0.3 0.4 0.2
O -2.966746 -7.664652 -2.284125 0.1 -0.6 0.4
H 4.291522 8.337187 1.812018 -0.3 0.2 0.1
C 2.310825 3.011559 1.556881 0.7 -2.1 -2.3
H 1.639430 7.628829 4.125349 -0.1 -0.2 0.0
H 2.323463 -3.918817 -2.455609 -1.7 1.0 1.8
C -3.623634 -1.154898 0.630578 -1.5 1.4 1.9
F 0.027990 0.550965 2.540335 -2.2 4.0 2.9
F 1.844099 -3.836173 -0.368670 -1.1 0.9 -3.0
H -1.816709 -7.761741 0.772009 0.3 0.1 -0.2
H -5.939192 -6.427443 -6.290398 0.1 -0.2 0.0
F -0.386243 0.999640 4.846182 -0.7 1.9 -4.5
H -3.993295 2.920119 6.267429 0.0 0.0 0.3
C -0.577037 1.581488 3.464745 1.3 -2.7 1.7
F -0.099907 2.952952 0.845500 2.8 1.5 4.2
H -2.222048 7.422129 4.000326 -0.1 -0.4 0.1
H -6.706400 -5.915572 -9.186029 0.2 0.1 0.3
F 0.595365 4.961746 1.927981 1.3 -4.9 -0.1
O 4.266243 -4.172882 2.456347 0.2 0.1 0.4
F -2.782726 2.088652 4.627008 2.1 -0.6 -4.0
N -1.645343 -1.002249 -1.694012 0.2 -1.9 2.8
H -1.950465 5.937429 3.769140 -0.2 0.2 0.1
H -3.596174 3.705985 7.514926 -0.2 -0.3 -0.1
C 3.488083 4.053499 2.020564 2.1 -0.6 1.8
H 1.261785 -2.656751 1.806083 -0.3 -0.2 -0.1
S -0.064470 -1.118060 -0.962501 0.5 3.9 3.8
F -2.417464 -0.779875 3.490272 -1.9 3.7 -1.8
H -3.911185 -4.626912 -0.857157 0.2 0.1 0.0
H 3.497720 2.002446 5.625450 0.3 0.0 -0.1
H 0.709064 -4.002454 2.269898 0.3 0.3 -0.1
C 3.963425 5.124359 0.874205 1.8 2.9 -1.4
H -3.197831 -3.266181 -4.749517 0.1 0.0 0.2
H -0.329295 -4.967122 -1.305735 0.6 0.9 -2.2
O 3.468068 -0.930962 -3.227095 1.0 0.5 -0.7
H 0.896341 -1.751723 -3.226013 0.2 -0.7 2.3
F 2.329948 2.935100 0.047829 0.3 0.5 5.0
O 1.009192 2.349997 -3.028269 0.1 0.7 0.1
O -5.671773 -6.838981 -5.454867 -0.1 0.4 0.0
O -4.095071 2.925301 7.230986 0.2 0.4 -0.2
H -7.259122 -7.261275 -8.722213 0.3 0.1 0.2
```
Positions in Å, forces in eV/Å.

***

ORCA calculation (ωB97M-V with the def2-TZVPD basis set) on a molecular structure, C13H5BaCl4NO6 at a distorted geometry.

Results
E (hartree): -2870.8854
Gap between HOMO and LUMO (eV): 2.87
LUMO energy (eV): -2.7
Energy relative to the best compared isomer or geometry (same formula, charge and spin) (kJ/mol): 265.6

```
30
Properties=species:S:1:pos:R:3:forces:R:3
O -2.499926 -1.380508 -0.056708 -0.4 -2.3 -0.2
C 2.367364 0.000087 1.176997 -0.5 0.0 -0.6
C 1.421029 -0.000181 -2.303648 -2.9 0.0 -2.2
C -4.869986 -1.403684 -0.008239 1.4 0.7 0.0
Cl -7.554047 1.558215 0.038783 -0.3 0.2 0.0
C -3.611085 0.736360 -0.038065 -2.6 -1.4 0.1
O 0.264321 0.000181 2.274359 1.9 0.0 1.6
C -6.059278 -0.710150 0.011276 -0.4 1.6 0.0
O 0.183674 -0.000167 -2.201251 3.4 0.0 -1.5
H 1.346455 -0.000328 -4.181316 -0.3 0.0 -0.2
O 2.014513 0.000273 3.602741 0.1 0.0 -0.3
Cl -4.842838 3.125426 0.002509 0.0 0.3 0.0
N 1.657588 0.000001 0.043638 4.1 0.0 -1.5
C -3.611048 -0.736352 -0.038053 -2.6 1.4 0.1
H 2.975456 0.000265 3.552542 0.2 0.0 0.2
H 5.512436 -0.000023 -0.068151 -0.1 0.0 0.0
C 4.428145 -0.000017 -0.050981 -0.3 0.0 1.5
C -4.870086 1.403611 -0.007502 1.4 -0.7 0.0
Cl -7.553969 -1.558446 0.037748 -0.3 -0.2 0.0
Ba -0.788677 0.000019 0.076553 -1.3 0.0 0.2
Cl -4.842619 -3.125500 0.001096 0.0 -0.3 0.0
O 2.033714 -0.000279 -3.504761 0.1 0.0 1.3
C 1.472284 0.000183 2.388797 -1.0 0.0 0.6
O -2.499982 1.380566 -0.056939 -0.4 2.3 -0.2
C -6.059314 0.710005 0.011756 -0.4 -1.6 0.0
C 3.713308 -0.000109 -1.221691 -0.8 0.0 -0.6
C 2.309331 -0.000096 -1.156080 1.0 0.0 2.9
H 4.312098 0.000151 2.115734 0.0 0.0 -0.2
H 4.208114 -0.000188 -2.186332 -0.1 0.0 0.1
C 3.739222 0.000083 1.192987 1.2 0.0 -1.0
```
Positions in Å, forces in eV/Å.

***

ORCA calculation (ωB97M-V with the def2-TZVPD basis set) on a molecular structure, C13H6F9N2O6PdS3 at a distorted geometry.

Results
E (hartree): -3280.8531
Gap between HOMO and LUMO (eV): 6.97
Charge: +1
LUMO energy (eV): -6.0
Energy relative to the best compared isomer or geometry (same formula, charge and spin) (kJ/mol): 19.4

```
40
Properties=species:S:1:pos:R:3:forces:R:3
O 0.302631 -2.243807 -0.295573 -0.2 0.2 0.1
O -2.676399 0.571393 -0.668174 -0.1 0.0 -0.1
F -3.570031 -1.112235 -3.062348 0.0 0.0 0.0
F -2.290296 4.517278 -1.196444 0.0 0.0 0.0
N 0.669596 -0.193265 1.580795 0.0 0.1 0.2
C 2.067665 -0.213358 -0.533207 0.0 0.0 -0.4
C -0.267508 -0.106400 2.530122 -0.1 0.0 0.0
C 0.103943 -0.000897 3.853450 0.0 0.0 0.1
F -2.182913 -4.551844 -0.226525 -0.1 0.0 0.0
O -0.967632 -0.429236 -2.069767 1.0 -0.8 -0.2
C -1.430391 3.896084 -0.417354 0.0 0.0 0.0
O -1.697752 -1.966112 0.630220 0.0 0.1 0.0
C 1.988312 -0.148946 1.868020 0.3 0.0 -0.6
S -0.438888 2.711234 -1.456788 -0.4 -0.4 -0.5
S 4.428756 -0.133800 0.276005 0.1 0.0 -0.1
H 2.390696 -0.258974 -2.733148 0.0 0.0 0.0
Pd 0.106213 -0.293057 -0.308978 0.0 -0.1 0.6
C 2.412288 -0.053057 3.177286 -0.1 0.0 0.2
H 1.759350 0.089770 5.215701 0.0 0.0 0.0
F -4.241469 0.941426 -3.220141 0.0 0.0 0.0
O 0.100594 1.772895 -0.412944 -0.1 0.0 0.0
C 2.761024 -0.176694 0.633776 -0.3 0.0 0.4
C -0.827227 -2.683090 0.191898 0.0 0.0 -0.1
N -1.474935 1.983618 -2.424208 0.4 0.4 0.6
F -2.069642 3.229153 0.529593 0.0 0.0 0.0
H 3.469156 -0.022668 3.401282 0.0 0.0 0.0
C 4.117538 -0.176921 -1.410123 0.1 0.0 0.1
H 4.945016 -0.172051 -2.102463 0.0 0.0 0.0
F -0.063537 -4.814709 -0.558210 0.1 0.0 -0.1
H -1.302043 -0.146733 2.211659 0.0 0.0 0.0
C -3.203937 0.133580 -3.288434 0.0 0.1 0.0
C 1.454363 0.015803 4.180938 0.0 0.0 -0.2
C -0.974341 -4.222524 0.201778 0.0 0.0 0.0
C 2.789830 -0.222460 -1.732082 -0.1 0.0 0.0
F -0.590815 4.757177 0.126056 0.0 0.0 0.0
F -0.826863 -4.645559 1.459272 0.0 0.0 0.1
F -2.605148 0.236673 -4.455632 0.0 0.0 0.0
S -2.023002 0.601527 -1.941785 -0.8 0.5 -0.1
H -0.660876 0.059880 4.613565 0.0 0.0 0.0
O 0.518676 3.470905 -2.167089 0.0 0.0 0.0
```
Positions in Å, forces in eV/Å.